DFT (wB97M-V/def2-TZVPD) results for C53H42BCl4N6O2STi as an isolated structure.

ORCA input file:
```
! RIJCOSX wB97M-V def2-TZVPD def2/J DEFGRID3
* xyz 0 2
Ti -0.526 -0.114 -0.086
Cl 1.489 -5.828 7.196
C 1.096 -4.783 5.864
C 2.083 -3.986 5.309
C 1.762 -3.154 4.248
C 0.468 -3.104 3.740
C -0.503 -3.921 4.314
C -0.199 -4.761 5.375
C 0.128 -2.201 2.602
C -0.047 -0.867 2.864
C 0.079 -0.255 4.177
C -0.174 1.059 4.042
C -0.472 1.312 2.643
C -0.793 2.540 2.120
C -0.835 3.707 3.051
C -2.031 4.115 3.633
C -2.074 5.197 4.501
C -0.902 5.876 4.785
Cl -0.941 7.230 5.874
C 0.302 5.495 4.215
C 0.327 4.412 3.349
C -1.051 2.808 0.750
N -0.997 1.882 -0.256
C -1.254 2.550 -1.431
C -1.252 1.979 -2.720
C -1.546 2.894 -3.862
C -0.517 3.508 -4.567
C -0.790 4.358 -5.629
C -2.108 4.594 -5.980
Cl -2.460 5.660 -7.309
C -3.151 3.996 -5.293
C -2.862 3.148 -4.234
C -0.998 0.651 -3.013
C -0.971 0.078 -4.341
C -0.697 -1.236 -4.209
C -0.558 -1.516 -2.797
N -0.739 -0.339 -2.094
C -0.297 -2.754 -2.249
C -0.142 -3.044 -0.872
C 0.116 -4.324 -0.331
C 0.234 -4.174 1.032
C 0.041 -2.802 1.313
N -0.205 -2.126 0.151
C -0.150 -3.903 -3.190
C -1.264 -4.452 -3.816
C -1.132 -5.520 -4.692
C 0.128 -6.038 -4.938
Cl 0.303 -7.377 -6.034
C 1.252 -5.509 -4.326
C 1.106 -4.443 -3.452
C -1.490 3.920 -1.147
C -1.364 4.079 0.210
N -0.390 0.116 1.945
H 3.089 -4.023 5.703
H 2.528 -2.530 3.802
H -1.512 -3.907 3.920
H -0.955 -5.394 5.818
H 0.341 -0.786 5.078
H -0.158 1.815 4.811
H -2.946 3.582 3.402
H -3.004 5.512 4.953
H 1.205 6.042 4.448
H 1.260 4.106 2.894
H 0.510 3.319 -4.279
H 0.009 4.836 -6.179
H -4.174 4.193 -5.584
H -3.669 2.673 -3.689
H -1.140 0.630 -5.251
H -0.594 -1.967 -4.994
H 0.206 -5.235 -0.898
H 0.449 -4.938 1.761
H -2.244 -4.040 -3.612
H -1.997 -5.949 -5.178
H 2.227 -5.928 -4.535
H 1.975 -4.019 -2.964
H -1.714 4.678 -1.880
H -1.463 4.991 0.776
S -3.381 -0.678 -0.174
C -3.498 -0.542 1.497
N -3.399 -1.551 2.373
C -3.407 -1.106 3.761
C -3.597 0.422 3.620
N -3.700 0.597 2.177
H -3.105 -2.461 2.059
H -2.466 -1.348 4.255
H -4.226 -1.567 4.314
H -2.741 0.968 4.021
H -4.502 0.765 4.121
H -3.627 1.479 1.699
C 4.369 1.158 0.440
C 3.594 1.235 -0.869
C 4.067 2.411 -1.701
O 2.201 1.441 -0.524
B 1.590 0.205 -0.507
O 2.429 -0.785 -0.978
C 3.542 -0.121 -1.626
C 4.781 -0.983 -1.484
C 3.159 0.031 -3.093
H 4.189 2.072 1.005
H 5.441 1.061 0.268
H 4.031 0.313 1.042
H 4.067 3.313 -1.090
H 3.414 2.577 -2.555
H 5.084 2.243 -2.063
H 4.968 -1.238 -0.443
H 5.658 -0.468 -1.883
H 4.647 -1.908 -2.044
H 2.261 0.645 -3.199
H 2.939 -0.956 -3.501
H 3.963 0.479 -3.679
*
```

Output
ΔE to the lowest compared entry with this formula, charge and spin (eV): 0.000
HOMO level (alpha / beta) (eV): -5.93 / -6.98
<S²>: 0.791
Frontier orbital gap (alpha / beta) (eV): 4.794 / 5.408